Entry 1:
{
  "formula": "C19H21N5O3S",
  "method": "the ωB97M-V functional and the def2-TZVPD basis",
  "homo_lumo_gap_ev": 8.7622,
  "charge": 0,
  "smiles": "CCc1ccccc1NC(=O)CSc1nnc(CNC(=O)c2ccco2)n1C",
  "lumo_energy_ev": 0.52,
  "e_above_lowest_kcal_mol": 43.19,
  "molar_mass_g_mol": 399.476,
  "total_energy_ha": -1634.343106,
  "homo_energy_ev": -8.240,
  "symbols": ["H", "O", "C", "O", "N", "C", "C", "H", "C", "N", "C", "C", "C", "H", "H", "C", "N", "H", "H", "H", "H", "H", "H", "H", "N", "H", "N", "C", "C", "S", "C", "H", "H", "C", "H", "C", "H", "H", "C", "H", "H", "C", "C", "O", "H", "H", "C", "C", "C"],
  "coordinates": [[0.469, -3.960, 1.030], [-0.805, 1.556, 4.473], [-2.597, 0.542, 3.259], [1.618, 0.483, -4.302], [-0.304, -0.124, 3.008], [0.912, 2.402, -5.200], [1.095, -0.195, 3.154], [0.054, -0.811, -3.220], [-2.105, -0.588, -1.353], [-1.611, -1.360, -0.427], [-3.340, 1.629, -1.411], [3.210, 0.877, 3.562], [2.668, 1.095, -4.864], [-0.020, -2.658, 3.117], [-2.865, -0.400, -3.336], [3.859, -0.333, 3.388], [-2.668, 0.524, -0.786], [3.617, 0.600, -4.796], [3.773, 1.770, 3.788], [1.325, 1.885, 3.582], [1.923, -2.989, 0.778], [4.933, -0.394, 3.476], [-3.179, 2.524, -0.811], [0.325, -2.243, 0.688], [-1.842, -0.791, 0.767], [-3.224, 0.977, 4.037], [-0.810, -0.323, -3.393], [0.922, -2.987, 1.205], [3.120, -1.468, 3.110], [-3.029, 1.461, 1.746], [-2.023, -0.863, -2.816], [-2.037, -1.945, -2.965], [0.264, 3.199, -5.498], [0.539, 1.279, -4.505], [-2.855, -0.502, 3.088], [-1.129, 0.729, 3.649], [2.930, 2.970, -5.947], [1.511, -3.526, 3.199], [0.990, -2.701, 2.707], [3.624, -2.417, 2.990], [-2.943, 1.786, -2.415], [1.835, 0.946, 3.443], [1.737, -1.428, 2.996], [-1.774, 1.580, -4.148], [-4.413, 1.434, -1.469], [-0.723, -0.743, 2.312], [-2.475, 0.337, 0.549], [-0.782, 0.884, -4.006], [2.298, 2.278, -5.432]],
  "forces_ev_per_angstrom": [[-0.069, -0.100, -0.107], [0.035, 0.256, 0.185], [0.052, 0.148, -0.254], [-0.273, -0.371, 0.248], [0.213, -0.398, -0.141], [-0.445, -0.690, 0.481], [0.326, 0.063, 0.131], [-0.001, 0.062, -0.045], [-0.098, -0.057, 0.104], [0.045, -0.572, -1.079], [-0.414, 0.401, -0.287], [-0.005, -0.018, -0.028], [0.354, 0.637, -0.422], [0.012, -0.052, 0.073], [0.082, -0.185, 0.005], [0.110, -0.035, 0.003], [0.443, -0.556, 0.568], [0.068, -0.141, 0.067], [0.038, 0.082, 0.022], [-0.037, 0.039, 0.008], [0.098, -0.010, -0.062], [0.089, -0.010, 0.015], [0.015, 0.013, -0.075], [0.000, 0.028, -0.098], [-0.316, 0.453, 0.568], [0.103, -0.058, -0.044], [0.099, -0.196, -0.038], [-0.055, -0.032, 0.200], [0.023, 0.097, -0.005], [-0.143, 0.263, 0.262], [-0.044, 0.149, -0.012], [-0.073, 0.147, 0.028], [-0.199, 0.131, -0.026], [0.014, 1.165, -0.607], [-0.032, -0.007, 0.084], [-0.472, -0.203, -0.025], [0.195, 0.094, -0.093], [-0.073, 0.039, 0.066], [0.095, -0.008, -0.188], [0.034, -0.117, -0.007], [-0.038, 0.005, 0.157], [-0.014, 0.122, -0.020], [-0.138, 0.004, 0.144], [0.007, 0.216, -0.182], [0.020, 0.054, 0.015], [-0.074, 0.232, 0.139], [0.032, -0.157, -0.079], [0.136, -0.454, 0.157], [0.276, -0.472, 0.195]]
}

---

Entry 2:
{
  "formula": "C6H10N2O5",
  "method": "the ωB97M-V functional and the def2-TZVPD basis",
  "homo_lumo_gap_ev": 8.9242,
  "charge": 0,
  "lumo_energy_ev": -0.05,
  "e_above_lowest_kcal_mol": 273.16,
  "molar_mass_g_mol": 190.155,
  "total_energy_ha": -719.999431,
  "homo_energy_ev": -8.973,
  "symbols": ["C", "H", "C", "C", "O", "H", "H", "N", "H", "H", "O", "O", "H", "H", "O", "H", "C", "H", "N", "O", "C", "H", "C"],
  "coordinates": [[2.971, -0.454, -0.019], [-4.892, 0.779, -0.990], [1.680, -0.225, 0.018], [0.629, -1.125, -0.094], [-3.309, -0.954, 1.125], [3.892, 2.220, 1.141], [-0.241, 1.345, -0.590], [-0.686, -0.809, -0.120], [-1.576, -1.732, -0.010], [4.653, 0.169, 0.597], [-4.863, 0.012, -0.036], [3.352, -1.767, -0.089], [2.744, -2.289, -0.236], [-2.703, 0.143, -1.823], [0.914, -2.372, 0.050], [-2.821, 1.750, -0.368], [-3.575, -0.124, 0.277], [-1.527, 1.015, 0.974], [4.084, 0.396, 0.072], [3.687, 1.779, 0.343], [-2.631, 0.696, -0.528], [1.309, 1.011, 0.304], [-1.093, 0.536, 0.000]],
  "forces_ev_per_angstrom": [[1.328, -3.172, 0.540], [-0.012, -3.548, 4.456], [-2.176, 8.459, 0.849], [-0.573, -6.106, 1.782], [0.431, 0.784, -0.509], [0.945, -0.614, 2.095], [-3.158, -2.506, 1.777], [-2.705, -2.083, 0.379], [4.161, 3.906, -0.129], [13.047, -5.426, 11.790], [-0.644, 4.022, -4.784], [12.002, 10.131, 2.030], [-10.655, -8.152, -2.069], [-0.098, 2.190, 3.822], [-0.716, 1.810, -1.172], [-0.548, 0.295, -0.880], [-0.410, -1.592, 0.699], [2.571, -1.161, -0.229], [-14.079, 6.747, -10.684], [-0.817, -1.402, -3.478], [2.961, -2.081, -3.748], [1.702, -4.028, -1.117], [-2.557, 3.525, -1.419]]
}

---

Entry 3:
{
  "formula": "C2H2FOTb",
  "method": "the ωB97M-V functional and the def2-TZVPD basis",
  "homo_lumo_gap_ev": [6.9726, 5.7182],
  "charge": 1,
  "lumo_energy_ev": [-4.36, -5.68],
  "e_above_lowest_kcal_mol": 39.73,
  "molar_mass_g_mol": 219.960,
  "multiplicity": 8,
  "total_energy_ha": -1076.528737,
  "homo_energy_ev": [-11.332, -11.394],
  "symbols": ["C", "Tb", "F", "H", "H", "O", "C"],
  "coordinates": [[0.276, -0.592, -0.463], [2.127, 1.142, 0.984], [-0.475, 1.466, 0.273], [0.141, -1.511, -1.049], [-1.870, 0.049, -0.398], [0.614, -0.741, 0.841], [-0.813, 0.187, -0.188]],
  "forces_ev_per_angstrom": [[-3.409, -0.484, -0.216], [-2.141, -2.317, -0.532], [-0.645, -0.667, 1.032], [0.468, 0.385, -0.121], [0.041, 0.697, -0.052], [5.306, 1.385, 3.316], [0.380, 1.001, -3.428]]
}

---

Entry 4:
{
  "formula": "C6H24NO6",
  "method": "the ωB97M-V functional and the def2-TZVPD basis",
  "homo_lumo_gap_ev": 10.1253,
  "charge": 1,
  "lumo_energy_ev": -2.44,
  "e_above_lowest_kcal_mol": 0.00,
  "molar_mass_g_mol": 206.259,
  "total_energy_ha": -748.936947,
  "homo_energy_ev": -12.565,
  "symbols": ["H", "H", "C", "H", "O", "H", "H", "O", "H", "O", "H", "C", "C", "H", "H", "H", "H", "H", "O", "H", "H", "H", "O", "O", "C", "N", "H", "H", "H", "H", "H", "H", "C", "H", "C", "H", "H"],
  "coordinates": [[2.062, 0.877, 0.642], [2.371, 0.841, -2.146], [0.085, 2.137, -4.167], [-0.952, 2.277, 0.248], [2.260, -2.714, 0.169], [0.202, 1.099, -4.398], [-0.108, 0.667, 1.693], [1.135, 0.609, 3.460], [-0.586, -1.253, -0.643], [2.463, -0.123, -2.119], [1.824, -0.345, 1.568], [-0.137, 1.712, -0.231], [-0.704, -0.891, 0.380], [-4.068, 1.064, -0.782], [-2.870, -2.496, 3.851], [0.912, 2.712, -4.572], [0.737, 3.161, -2.186], [1.671, -3.399, 0.507], [-3.859, 0.131, -0.584], [0.775, -0.260, 3.713], [-3.089, -0.900, 3.860], [-0.584, -1.931, 2.026], [-2.476, -1.623, 3.719], [-0.195, -2.033, 1.120], [-0.314, 1.432, -1.742], [1.563, 0.003, 0.588], [-1.758, -0.736, 0.712], [-0.894, 2.559, -4.432], [1.515, 1.039, 4.233], [2.115, -0.350, -2.994], [0.734, 2.329, -0.294], [-4.538, -0.207, -1.188], [0.168, 2.261, -2.656], [-1.059, 0.643, -1.980], [0.084, 0.402, 0.635], [2.727, -3.202, -0.523], [1.924, -0.609, -0.148]],
  "forces_ev_per_angstrom": [[0.503, 0.424, -0.717], [0.063, -0.106, 0.145], [-0.180, 0.969, 1.764], [0.134, -0.218, -0.452], [0.259, -0.582, -0.472], [-0.274, -0.552, -0.605], [0.392, 0.007, -0.650], [-0.093, -0.516, -0.389], [-0.479, 0.500, -0.123], [-0.119, 0.342, -0.382], [-0.570, -0.243, -1.793], [-0.713, -1.917, -0.973], [-0.593, -0.618, 0.092], [0.666, -0.067, 0.655], [-0.379, 0.623, 0.095], [-0.198, 0.022, -0.447], [-0.775, -1.406, -1.183], [-0.286, 0.383, 0.249], [-0.831, 0.999, -0.892], [0.262, 0.637, 0.397], [-0.446, -0.429, 0.136], [0.320, -0.461, -0.942], [1.023, -0.178, -0.370], [-0.605, 1.442, 1.579], [-1.856, -0.248, 0.934], [0.122, 0.636, 3.245], [0.635, 0.002, -0.904], [0.408, -0.283, -0.578], [-0.065, -0.276, 0.180], [0.124, -0.332, 0.248], [0.771, 0.513, 1.076], [0.217, -0.898, 0.238], [1.353, 1.293, 1.046], [0.830, 0.292, -0.169], [0.426, 0.128, 0.146], [0.250, 0.313, 0.021], [-0.296, -0.194, -0.208]]
}

---

Entry 5:
{
  "formula": "C48H52BiFN4O3Si3Te",
  "method": "the ωB97M-V functional and the def2-TZVPD basis",
  "homo_lumo_gap_ev": 5.8114,
  "charge": -2,
  "lumo_energy_ev": 4.13,
  "molar_mass_g_mol": 1172.805,
  "total_energy_ha": -3756.328855,
  "homo_energy_ev": -1.684,
  "symbols": ["H", "H", "C", "C", "C", "C", "H", "H", "H", "H", "C", "C", "H", "H", "H", "H", "C", "C", "C", "H", "C", "H", "N", "C", "C", "H", "O", "C", "C", "H", "C", "H", "Te", "H", "H", "H", "H", "C", "N", "C", "C", "C", "C", "H", "C", "H", "H", "H", "H", "H", "O", "C", "C", "H", "N", "N", "C", "H", "C", "H", "H", "Bi", "C", "C", "Si", "C", "H", "H", "C", "H", "H", "C", "H", "C", "H", "C", "C", "H", "C", "C", "H", "C", "H", "F", "H", "H", "C", "H", "C", "C", "Si", "H", "C", "H", "C", "C", "H", "C", "C", "H", "C", "H", "C", "H", "H", "H", "C", "H", "H", "O", "C", "H", "Si"],
  "coordinates": [[5.812, -3.130, -0.398], [-1.043, -4.035, 3.709], [-3.671, 1.578, 0.266], [-1.106, 3.530, 4.471], [2.223, 0.378, -3.724], [3.408, 0.541, -5.811], [-3.907, -0.743, -2.490], [-0.140, 0.718, 6.087], [3.272, 1.481, 4.825], [1.007, 3.233, 2.007], [0.061, -3.063, -3.319], [4.740, -4.947, -0.802], [-5.225, 2.086, -1.133], [3.910, -1.331, -6.738], [-6.571, 2.131, 2.931], [-1.756, -2.432, 3.890], [3.072, 0.470, 4.492], [-1.195, 0.768, 4.230], [2.463, -2.050, 3.559], [1.785, 0.868, -2.865], [2.589, -4.668, -1.838], [-0.035, -4.650, 0.682], [0.260, 3.431, 0.132], [-0.691, -4.754, -4.898], [-1.746, 1.571, 3.241], [-0.076, 3.184, 6.329], [0.809, -1.230, -1.236], [-0.118, 4.262, -0.830], [-0.547, 2.732, 5.465], [-5.020, 0.543, -2.940], [-1.710, -2.153, 0.902], [2.795, 2.229, -4.635], [3.239, 1.099, 0.124], [3.866, 1.142, -6.589], [-0.426, 1.969, -3.032], [-3.772, 0.022, -4.081], [1.504, -3.796, 0.619], [-1.279, -2.753, -3.080], [1.953, 5.016, 3.612], [-2.015, -4.426, -4.642], [-5.008, 1.951, -0.081], [-3.497, 1.417, 1.674], [1.772, -0.968, 2.977], [3.906, -2.764, 4.959], [3.406, -1.889, 4.561], [1.356, -4.352, -4.457], [-0.386, 6.278, -1.518], [-2.620, 3.937, -2.640], [4.476, -0.491, 5.808], [5.502, -5.589, -0.376], [1.232, 7.076, 3.043], [3.728, -0.626, 5.038], [-2.308, -3.422, -3.733], [-2.815, -4.952, -5.151], [0.814, -1.106, 2.007], [-2.671, 1.390, -0.599], [2.231, -1.014, -3.788], [-0.491, 3.802, -1.737], [-0.830, -2.964, 3.663], [-3.336, -3.151, -3.529], [-7.004, 2.442, 0.488], [0.651, 0.397, 0.253], [0.329, -4.078, -4.243], [0.667, -4.051, 1.269], [-0.197, -2.509, 1.932], [0.813, 5.321, 1.492], [1.043, -4.681, 2.079], [-2.197, -1.224, 1.207], [-1.703, 2.958, 3.360], [1.671, -5.112, -2.204], [2.892, -2.688, -4.969], [2.750, -3.284, -1.877], [-4.298, 3.427, -2.755], [-0.062, 5.646, -0.702], [-1.193, 0.789, -4.086], [0.711, 3.955, 1.263], [2.135, 0.280, 3.507], [-2.135, 3.567, 2.577], [1.337, 5.887, 2.775], [-3.275, 3.147, -3.016], [2.198, 5.357, 4.525], [-6.019, 2.150, 0.839], [-1.210, -0.304, 4.096], [1.477, 1.385, 3.053], [2.258, -3.042, 3.182], [-0.104, -2.737, 4.447], [3.433, -0.845, -5.894], [0.474, 7.252, 0.643], [4.915, -3.570, -0.819], [-5.789, 1.982, 2.198], [-2.770, 1.464, -2.277], [-1.523, -1.972, -2.373], [3.934, -2.751, -1.356], [-1.469, -2.078, -0.155], [-4.509, 1.599, 2.593], [-0.593, 1.352, 5.335], [-2.420, -2.974, 1.035], [-3.985, 0.206, -3.025], [2.805, 1.150, -4.721], [4.068, -1.674, -1.331], [-1.091, 1.101, -3.043], [-0.579, 0.297, -2.512], [3.574, -5.497, -1.315], [-1.067, 4.610, 4.555], [-3.196, 3.134, -4.107], [1.960, 4.023, 3.452], [0.408, 6.184, 0.480], [-4.292, 1.440, 3.643], [-0.452, -5.538, -5.608], [-2.245, 0.969, 2.123], [2.852, -1.606, -4.891], [3.422, -6.570, -1.289], [1.421, -2.068, -2.445]],
  "forces_ev_per_angstrom": [[-0.004, 0.009, 0.000], [-0.031, -0.027, 0.003], [-0.020, 0.045, -0.079], [-0.017, 0.006, 0.017], [0.053, -0.009, 0.002], [0.009, 0.010, -0.028], [0.024, -0.047, 0.013], [0.001, -0.010, 0.015], [0.015, 0.002, -0.006], [0.030, -0.075, 0.061], [-0.021, 0.012, 0.071], [0.019, -0.012, 0.008], [-0.018, 0.022, -0.038], [0.000, -0.001, 0.000], [-0.007, 0.000, 0.008], [-0.031, 0.017, 0.003], [-0.018, 0.038, 0.029], [0.001, 0.040, -0.012], [0.025, 0.029, -0.065], [0.005, 0.014, 0.024], [-0.005, -0.029, -0.038], [-0.021, -0.037, -0.015], [-0.090, 0.031, -0.067], [0.021, -0.022, -0.011], [0.127, 0.042, -0.127], [0.013, 0.013, 0.012], [-0.247, 0.046, 0.093], [-0.066, 0.041, 0.048], [-0.014, -0.008, 0.002], [-0.032, 0.007, 0.005], [0.050, 0.041, 0.042], [0.000, 0.027, 0.000], [0.529, 0.225, -0.073], [-0.005, 0.000, 0.005], [0.001, 0.033, 0.031], [-0.006, -0.003, -0.033], [0.030, 0.051, -0.027], [0.008, -0.004, -0.002], [-0.009, 0.033, 0.056], [-0.047, -0.019, -0.020], [0.012, -0.005, 0.000], [0.015, -0.068, 0.002], [0.161, -0.078, 0.068], [0.009, -0.009, 0.008], [0.031, 0.018, 0.027], [0.014, -0.009, -0.011], [-0.010, 0.008, -0.020], [0.017, 0.036, -0.002], [0.012, 0.001, 0.019], [0.007, -0.006, -0.002], [0.019, -0.018, 0.014], [-0.013, -0.035, -0.019], [0.011, 0.014, 0.012], [-0.001, 0.002, -0.002], [-0.223, 0.183, -0.105], [0.067, 0.042, 0.063], [-0.030, 0.043, 0.047], [0.000, -0.006, 0.001], [0.053, 0.005, -0.035], [-0.023, 0.009, 0.002], [-0.002, 0.000, -0.009], [-0.190, -0.496, -0.007], [0.020, 0.027, -0.031], [-0.038, 0.016, -0.002], [-0.067, -0.047, 0.103], [-0.004, 0.015, 0.029], [0.030, -0.021, 0.006], [0.019, -0.014, -0.013], [-0.028, -0.012, 0.030], [-0.014, -0.011, 0.013], [0.014, -0.019, 0.008], [-0.039, 0.009, 0.050], [-0.050, 0.006, 0.009], [-0.002, -0.034, 0.011], [0.007, 0.010, -0.045], [0.099, 0.049, -0.064], [-0.115, 0.101, -0.019], [-0.012, 0.003, -0.022], [-0.038, 0.000, -0.064], [-0.005, -0.019, 0.044], [0.001, -0.007, -0.032], [-0.002, 0.003, 0.002], [0.010, -0.038, 0.001], [0.022, -0.041, 0.033], [-0.005, -0.043, -0.025], [0.030, 0.005, 0.014], [0.018, -0.004, -0.021], [-0.001, 0.006, 0.005], [0.028, 0.002, -0.003], [-0.021, 0.000, 0.018], [-0.041, -0.049, -0.067], [-0.002, 0.075, 0.040], [-0.015, 0.021, 0.017], [0.018, 0.005, -0.142], [0.001, -0.025, 0.032], [-0.013, -0.005, 0.015], [-0.017, -0.040, -0.029], [0.023, 0.024, -0.006], [-0.001, 0.007, 0.008], [0.011, 0.027, 0.010], [-0.040, 0.010, 0.043], [-0.026, -0.061, -0.014], [0.006, -0.022, 0.020], [0.010, 0.017, 0.005], [0.014, -0.014, -0.038], [0.016, -0.012, -0.009], [0.023, -0.046, 0.048], [0.029, -0.001, 0.006], [0.004, 0.000, -0.001], [-0.136, 0.108, 0.098], [-0.004, -0.035, 0.002], [-0.003, -0.016, -0.002], [0.100, -0.071, -0.035]]
}